{"formula": "C21H56B2N2O3Sn2", "method": "ωB97M-V/def2-TZVPD", "spin_multiplicity": 1, "max_force_ha_per_bohr": 0.09100, "total_charge": 2, "e_above_lowest_kj_mol": 0.0, "homo_lumo_gap_ev": 2.006, "species": ["H", "H", "H", "C", "H", "H", "H", "C", "C", "H", "H", "H", "H", "C", "H", "C", "C", "N", "H", "Sn", "H", "H", "H", "H", "H", "H", "H", "H", "H", "H", "C", "H", "C", "Sn", "H", "H", "C", "H", "B", "H", "H", "H", "H", "B", "H", "H", "H", "C", "C", "O", "H", "H", "H", "H", "C", "H", "C", "C", "H", "H", "O", "C", "C", "O", "H", "C", "H", "C", "H", "H", "H", "H", "H", "H", "C", "H", "H", "H", "H", "C", "N", "H", "H", "H", "C", "H"], "coordinates": [[8.6315, 2.7392, -1.1434], [-3.0536, 0.0901, 2.7571], [6.2705, 1.6162, -0.6060], [6.7633, 0.7785, -1.0995], [-0.5971, -4.7197, 1.7517], [-3.6292, 7.1997, -3.4696], [-4.4693, 6.2054, -0.7962], [3.0792, 1.3308, 4.5613], [0.0857, -5.3357, 2.3370], [-0.6564, -7.2683, 1.8408], [-1.1461, -0.9617, -5.5573], [1.8925, -5.1637, 0.2978], [1.2448, -0.7165, -1.7686], [8.2137, 0.6937, -0.7231], [-1.1484, -9.1291, 0.6882], [-6.3770, 0.1702, 3.7136], [-3.4382, 5.6710, -4.9237], [0.4711, -6.6828, 0.1869], [3.9861, -6.4578, -0.0259], [-2.5722, -3.4064, -2.1227], [3.0551, -7.0255, 1.3798], [1.5150, 0.6083, -0.6761], [9.4500, 1.7880, -2.2540], [-3.6178, 4.0164, -2.7862], [-5.2790, 4.6342, -1.1430], [-0.3309, -5.5520, 3.3207], [3.1840, -7.9948, -0.0847], [-0.1132, 0.2573, -1.3323], [-0.6507, 6.8327, 0.0347], [-5.3408, 5.9070, -2.2524], [-1.7801, 6.6875, -1.7209], [6.2330, -0.1513, -0.8937], [1.7988, 1.8396, 6.7924], [1.5426, 2.7190, -4.7470], [0.9383, 1.9824, 6.1388], [-2.7646, 5.0579, -5.5224], [-3.8601, 0.4131, 3.4154], [0.5258, -7.9386, -1.4798], [-2.0377, -0.4053, -5.8017], [1.8783, -6.0160, -1.2256], [10.1296, 1.7556, -0.6635], [1.5079, 1.2310, 7.6486], [2.1161, 2.8360, 7.0998], [0.8084, -0.1580, -0.9550], [1.0779, -7.2958, 2.0972], [-1.8817, -7.9514, -0.4407], [-2.0527, 7.2092, -4.1500], [3.0816, -6.9768, 0.2912], [-1.0608, -8.6520, -0.2880], [-5.2580, -0.4266, 1.6791], [-2.5310, 7.4481, -1.5068], [-7.1786, -0.2135, 3.0825], [-2.9041, 4.2236, -1.2835], [0.5911, -0.7618, -0.0876], [0.2686, -6.7288, 1.6371], [-6.1264, -0.5408, 4.5009], [-3.3621, 4.8078, -2.0816], [9.1806, 1.7993, -1.1979], [6.7462, 0.9679, -2.1728], [-1.9414, 5.6227, 0.2456], [8.6413, -0.2620, -0.0910], [-2.8316, 6.5331, -3.7975], [-5.1900, 0.0363, 2.8540], [3.7597, 0.4209, 6.6307], [1.0229, -4.8124, 2.5267], [2.9442, 1.1489, 6.0557], [-2.7630, -1.0925, -6.2089], [-4.6591, 5.4358, -1.5443], [-0.8777, 7.0500, -2.2132], [-3.8590, 1.4965, 3.5349], [-1.8250, 0.3328, -6.5594], [2.6619, 0.5349, 3.9445], [-2.4352, 0.0769, -4.9220], [-3.9223, 6.2813, -5.6861], [1.8298, -6.1573, -0.1459], [-6.5048, 1.1588, 4.1544], [-4.2492, 4.9924, -4.6594], [1.0867, -8.6986, -0.0467], [-0.4724, 5.2351, -0.6660], [0.3333, -7.9990, -0.4087], [-2.3626, 5.7384, -2.6653], [4.1593, 1.3266, 4.4148], [2.5359, 2.1839, 4.1550], [-1.1896, -9.3773, -1.0914], [-1.1961, 6.0193, -0.4439], [-3.7454, -0.1115, 4.3640]], "lowdin_charge": [0.07, 0.08, 0.08, -0.04, 0.06, 0.12, 0.08, -0.03, -0.06, 0.11, -0.11, 0.11, -0.10, -0.48, 0.07, -0.02, -0.08, -0.13, 0.08, 1.46, 0.07, -0.08, 0.08, 0.11, 0.08, 0.08, 0.07, -0.10, 0.08, 0.08, -0.24, 0.08, -0.02, 1.39, 0.07, 0.06, -0.03, 0.12, -0.40, 0.11, 0.09, 0.08, 0.09, -0.40, 0.12, 0.06, 0.12, -0.06, -0.08, -0.01, 0.13, 0.09, 0.11, -0.08, -0.23, 0.10, -0.22, -0.02, 0.07, 0.07, 0.06, -0.23, -0.50, 0.05, 0.07, -0.47, -0.08, -0.06, 0.12, 0.09, -0.08, 0.08, -0.10, 0.08, -0.21, 0.10, 0.07, 0.12, 0.07, -0.26, -0.13, 0.09, 0.07, 0.08, -0.07, 0.09]}